[1]
{
  "formula": "C13H11Br3N3O7",
  "method": "wB97M-V/def2-TZVPD",
  "symbols": ["N", "O", "O", "O", "C", "C", "C", "C", "C", "C", "N", "O", "O", "H", "H", "H", "H", "H", "C", "C", "C", "C", "C", "C", "N", "O", "O", "H", "H", "H", "H", "H", "C", "Br", "Br", "Br", "H"],
  "coordinates": [[1.387, -0.152, 0.829], [0.791, 0.340, -0.099], [1.165, -1.269, 1.228], [2.171, 0.526, 1.492], [-3.369, 3.702, 1.451], [-2.628, 2.613, 1.094], [-1.435, 2.291, 1.772], [-0.844, 3.127, 2.682], [-1.582, 4.272, 3.001], [-2.856, 4.535, 2.471], [0.565, 2.923, 3.247], [1.167, 3.921, 3.621], [0.958, 1.808, 3.572], [-4.152, 3.975, 0.758], [-2.954, 2.057, 0.227], [-1.021, 1.326, 1.520], [-1.184, 4.968, 3.724], [-3.417, 5.284, 3.010], [1.567, -2.933, -1.654], [2.222, -3.986, -1.074], [1.795, -5.315, -1.272], [0.667, -5.515, -2.145], [-0.036, -4.439, -2.644], [0.484, -3.187, -2.513], [0.343, -6.959, -2.586], [-0.671, -7.145, -3.253], [0.866, -7.927, -1.990], [1.994, -1.945, -1.565], [3.108, -3.865, -0.468], [2.404, -6.122, -0.892], [-0.927, -4.538, -3.246], [-0.023, -2.329, -2.927], [0.655, 3.757, -1.476], [1.797, 4.491, -0.066], [1.471, 4.373, -3.193], [-1.088, 4.668, -1.214], [0.607, 2.669, -1.423]],
  "lowdin_charge": [-0.71, -0.08, -0.03, -0.09, -0.12, -0.12, 0.00, -0.12, -0.03, -0.08, -0.31, 0.02, 0.09, 0.10, 0.11, 0.12, 0.11, 0.09, -0.13, -0.13, -0.03, -0.13, -0.09, -0.12, -0.49, -0.16, -0.17, 0.08, 0.09, 0.08, 0.09, 0.09, -1.44, 0.53, 0.47, 0.53, -0.02],
  "spin_multiplicity": 2,
  "lumo_energy_ev": [3.32, 3.32],
  "s2": 0.762,
  "e_homo_ev": [1.03, -2.34],
  "charge": -2,
  "e_tot_ev": -242579.5470
}

***

[2]
{
  "formula": "C13H11BrN5O2SSeTeZr",
  "method": "wB97M-V/def2-TZVPD",
  "symbols": ["Zr", "Br", "C", "C", "C", "C", "C", "N", "C", "O", "O", "H", "H", "H", "Se", "N", "C", "C", "C", "C", "C", "C", "N", "H", "H", "H", "H", "Te", "N", "C", "N", "S", "H", "H", "H", "H"],
  "coordinates": [[-1.170, -1.236, -0.316], [-3.423, -1.791, -1.219], [-0.950, -1.883, 2.074], [-0.491, -2.384, 3.312], [0.413, -3.443, 3.297], [0.959, -3.990, 2.110], [0.502, -3.455, 0.935], [-0.445, -2.536, 1.055], [0.920, -3.466, -0.535], [1.710, -4.229, -1.004], [0.316, -2.454, -1.180], [-0.814, -1.959, 4.251], [0.759, -3.840, 4.243], [1.725, -4.751, 2.136], [-1.801, 0.712, -3.240], [-0.565, 0.083, -2.096], [0.597, 0.647, -2.400], [1.837, 0.412, -1.737], [2.930, 1.087, -2.170], [2.877, 2.018, -3.263], [1.721, 2.263, -3.922], [0.539, 1.577, -3.502], [-0.644, 1.736, -4.061], [1.898, -0.319, -0.942], [3.887, 0.903, -1.698], [3.790, 2.510, -3.570], [1.660, 2.944, -4.760], [-1.034, 1.057, 1.301], [1.686, 2.950, 0.791], [0.842, 3.503, -0.062], [1.231, 4.541, -0.797], [-0.776, 2.947, -0.289], [2.624, 3.297, 0.915], [1.386, 2.147, 1.330], [2.145, 4.951, -0.703], [0.576, 4.983, -1.421]],
  "lowdin_charge": [0.91, 0.07, -0.26, -0.06, -0.02, 0.04, -0.15, -0.22, -0.51, 0.15, -0.24, 0.10, 0.12, 0.13, 1.15, -0.42, -0.39, -0.03, -0.05, -0.06, -0.01, -0.38, -0.20, 0.11, 0.12, 0.11, 0.12, 0.61, 0.12, -0.84, 0.13, 0.45, 0.13, 0.00, 0.13, 0.11],
  "lumo_energy_ev": -4.41,
  "de_lowest_kcal_mol": 0.0,
  "e_homo_ev": -11.78,
  "charge": 1,
  "e_tot_ev": -180000.2630
}

***

[3]
{
  "formula": "C13H11BrO",
  "method": "wB97M-V/def2-TZVPD",
  "symbols": ["C", "C", "C", "C", "C", "C", "C", "C", "C", "C", "C", "C", "C", "O", "Br", "H", "H", "H", "H", "H", "H", "H", "H", "H", "H", "H"],
  "coordinates": [[-0.980, -1.799, 0.949], [-0.019, 0.958, -2.205], [-0.501, -0.921, 2.068], [-0.088, 1.883, -1.233], [-0.776, -2.109, -0.414], [-0.626, -0.352, -2.006], [-0.126, 0.322, 2.291], [-0.621, 1.473, 0.131], [1.406, -1.158, -0.832], [2.007, -0.188, -0.109], [1.650, 0.987, 0.855], [0.013, -1.358, -1.394], [0.158, 1.155, 1.144], [2.164, 2.198, 0.394], [4.014, -0.464, -0.021], [-1.548, -2.607, 1.337], [0.594, 1.286, -3.046], [-0.537, -1.560, 2.915], [0.247, 2.902, -1.265], [-1.211, -3.054, -0.644], [-1.486, -0.504, -2.602], [0.336, 0.536, 3.286], [-1.672, 1.491, 0.371], [2.041, -1.828, -1.431], [2.246, 0.913, 1.860], [1.627, 2.550, -0.349]],
  "lowdin_charge": [-0.03, -0.07, -0.08, -0.08, -0.04, -0.04, -0.07, -0.02, -0.10, -0.43, -0.40, -0.20, -0.20, -0.05, 0.64, 0.07, 0.12, 0.09, 0.11, 0.09, 0.11, 0.14, 0.12, 0.10, 0.17, 0.07],
  "lumo_energy_ev": 0.36,
  "de_lowest_kcal_mol": 126.7,
  "e_homo_ev": -8.71,
  "smiles": "O[C@@H]1\\C(Br)=C/C2=C/C=C\\C=C1/C=C/C=C\\2",
  "e_tot_ev": -85742.6356
}

***

[4]
{
  "formula": "C13H11F2InO3",
  "method": "wB97M-V/def2-TZVPD",
  "symbols": ["In", "O", "C", "O", "O", "H", "F", "C", "C", "C", "C", "C", "C", "H", "H", "H", "H", "H", "F", "C", "C", "C", "C", "C", "C", "H", "H", "H", "H", "H"],
  "coordinates": [[0.013, -0.391, 0.503], [0.975, 0.208, -4.549], [0.617, 0.859, -3.416], [0.326, 2.086, -3.369], [0.535, 0.203, -2.361], [1.022, -0.689, -4.212], [-2.480, -0.323, -0.893], [-3.286, -0.656, -1.978], [-3.235, 0.072, -3.142], [-4.048, -0.255, -4.199], [-5.013, -1.208, -4.070], [-5.036, -1.972, -2.889], [-4.177, -1.715, -1.852], [-2.525, 0.886, -3.171], [-3.859, 0.165, -5.176], [-5.574, -1.543, -4.930], [-5.844, -2.685, -2.815], [-4.218, -2.345, -0.976], [1.916, 0.417, 2.565], [2.806, 0.657, 3.518], [2.694, -0.037, 4.742], [3.718, 0.131, 5.697], [4.795, 0.942, 5.386], [4.911, 1.578, 4.156], [3.959, 1.409, 3.214], [1.859, -0.614, 5.112], [3.678, -0.326, 6.675], [5.564, 1.080, 6.131], [5.778, 2.214, 4.054], [4.129, 1.853, 2.244]],
  "lowdin_charge": [1.20, 0.20, -0.69, 0.25, 0.01, 0.13, -0.07, -0.17, 0.04, -0.03, 0.02, 0.00, 0.02, 0.13, 0.14, 0.14, 0.13, 0.14, -0.04, -0.21, 0.05, -0.01, 0.00, -0.03, 0.02, 0.13, 0.13, 0.13, 0.13, 0.13],
  "lumo_energy_ev": -12.86,
  "de_lowest_kcal_mol": 26.4,
  "e_homo_ev": -14.50,
  "charge": 2,
  "e_tot_ev": -30387.8064
}

***

[5]
{
  "formula": "C13H11N4O2",
  "method": "wB97M-V/def2-TZVPD",
  "symbols": ["C", "C", "C", "N", "C", "C", "C", "C", "C", "N", "C", "C", "H", "H", "H", "H", "H", "H", "H", "H", "C", "C", "O", "O", "C", "N", "N", "H", "H", "H"],
  "coordinates": [[-1.513, -1.808, -1.953], [-0.829, -0.504, -1.551], [-1.656, 0.655, -1.846], [-2.341, 1.601, -1.991], [0.612, -0.343, -2.014], [1.456, -1.457, -2.215], [2.818, -1.267, -2.399], [3.358, 0.027, -2.439], [4.778, 0.210, -2.511], [5.940, 0.357, -2.533], [2.491, 1.123, -2.376], [1.134, 0.934, -2.178], [-0.821, -2.659, -2.036], [-2.294, -2.071, -1.228], [-2.004, -1.674, -2.941], [1.057, -2.473, -2.223], [3.481, -2.132, -2.522], [2.902, 2.137, -2.495], [0.479, 1.817, -2.158], [-0.402, -0.903, 3.032], [-1.047, -0.151, 2.582], [-1.869, 0.685, 3.452], [-2.725, 1.445, 3.034], [-1.571, 0.521, 4.759], [-2.261, 1.386, 5.634], [-1.123, 0.044, 1.299], [-0.778, -0.296, 0.205], [-1.884, 1.164, 6.622], [-2.061, 2.423, 5.391], [-3.329, 1.207, 5.598]],
  "lowdin_charge": [-0.05, -0.39, -0.28, 0.10, -0.18, -0.02, -0.04, -0.26, -0.20, 0.12, -0.04, -0.03, 0.05, 0.08, 0.09, 0.09, 0.12, 0.12, 0.11, 0.09, -0.13, -0.55, 0.04, -0.07, -0.09, -0.04, 0.09, 0.08, 0.09, 0.09],
  "lumo_energy_ev": 2.63,
  "e_homo_ev": -2.38,
  "charge": -1,
  "smiles": "CO/C([O-])=C/N=N/[C@@](C)(C#N)c1ccc(C#N)cc1",
  "e_tot_ev": -23710.9651
}

***

[6]
{
  "formula": "C13H11P",
  "method": "wB97M-V/def2-TZVPD",
  "symbols": ["C", "C", "C", "C", "C", "C", "C", "C", "C", "C", "C", "C", "C", "P", "H", "H", "H", "H", "H", "H", "H", "H", "H", "H", "H"],
  "coordinates": [[-2.462, 2.047, -0.071], [-2.274, 1.370, -1.266], [-2.319, 1.411, 1.153], [-1.960, 0.012, -1.271], [-1.963, 0.049, 1.178], [-1.689, -0.626, -0.033], [3.087, 1.015, 0.166], [2.620, 0.554, 1.446], [2.304, 0.283, -0.754], [1.315, -2.075, -0.521], [0.182, -2.809, -0.521], [1.729, -0.402, 1.370], [1.273, -0.637, 0.021], [-1.453, -2.512, 0.111], [-2.560, 3.089, 0.025], [-2.302, 2.079, -2.065], [-2.217, 1.960, 2.071], [-1.751, -0.366, -2.295], [-1.680, -0.594, 1.968], [3.807, 1.728, 0.245], [2.938, 0.897, 2.437], [2.401, 0.145, -1.802], [2.318, -2.506, -0.694], [0.417, -3.815, -0.740], [0.239, -0.295, -0.158]],
  "lowdin_charge": [-0.10, -0.09, -0.07, -0.10, -0.12, -0.50, -0.04, -0.16, 0.01, -0.11, -0.42, 0.07, -0.34, 1.00, 0.09, 0.10, 0.10, 0.12, 0.07, 0.06, 0.10, 0.08, 0.12, 0.02, 0.09],
  "lumo_energy_ev": [-1.15, -0.54],
  "de_lowest_kcal_mol": 58.7,
  "e_homo_ev": [-8.58, -7.78],
  "e_tot_ev": -22941.1171
}

***

[7]
{
  "formula": "C13H12ClN3OS",
  "method": "wB97M-V/def2-TZVPD",
  "symbols": ["C", "H", "H", "H", "S", "C", "N", "C", "C", "C", "N", "H", "C", "O", "N", "C", "C", "C", "C", "C", "C", "H", "Cl", "H", "H", "H", "H", "C", "H", "H", "H"],
  "coordinates": [[2.827, 1.410, -5.305], [3.355, 1.328, -6.249], [3.516, 1.617, -4.494], [2.063, 2.178, -5.355], [2.033, -0.198, -5.016], [1.257, 0.115, -3.496], [0.540, -0.879, -2.994], [-0.047, -0.704, -1.822], [0.114, 0.504, -1.120], [0.837, 1.499, -1.779], [1.412, 1.317, -2.949], [0.956, 2.477, -1.331], [-0.489, 0.830, 0.202], [-1.042, 1.888, 0.409], [-0.315, -0.159, 1.131], [-0.739, -0.196, 2.460], [-1.492, 0.819, 3.045], [-1.882, 0.705, 4.366], [-1.538, -0.402, 5.124], [-0.789, -1.406, 4.533], [-0.387, -1.315, 3.213], [0.197, -2.110, 2.773], [-0.345, -2.801, 5.453], [-1.844, -0.487, 6.154], [-2.465, 1.494, 4.815], [-1.763, 1.684, 2.464], [0.224, -0.963, 0.841], [-0.896, -1.839, -1.348], [-1.702, -1.493, -0.706], [-1.306, -2.350, -2.215], [-0.289, -2.563, -0.804]],
  "lowdin_charge": [-0.39, 0.03, 0.03, 0.03, 0.92, -0.69, 0.10, -0.27, -0.07, -0.04, 0.08, 0.13, -0.43, 0.09, 0.14, -0.21, -0.01, -0.07, -0.12, -0.68, -0.05, 0.11, 0.67, 0.10, 0.11, 0.10, 0.13, -0.02, 0.08, 0.09, 0.09],
  "lumo_energy_ev": 0.31,
  "de_lowest_kcal_mol": 0.0,
  "e_homo_ev": -8.75,
  "smiles": "CSc1ncc(C(=O)Nc2cccc(Cl)c2)c(C)n1",
  "e_tot_ev": -43552.2366
}

***

[8]
{
  "formula": "C13H12F3NO4",
  "method": "wB97M-V/def2-TZVPD",
  "symbols": ["C", "C", "O", "N", "C", "C", "O", "C", "C", "C", "O", "C", "C", "C", "C", "C", "F", "F", "F", "C", "O", "H", "H", "H", "H", "H", "H", "H", "H", "H", "H", "H", "H"],
  "coordinates": [[1.034, -1.737, 2.006], [2.032, -0.668, 1.675], [2.834, -0.272, 2.461], [2.067, -0.132, 0.304], [2.041, -1.157, -0.700], [3.251, -2.043, -0.699], [1.128, -1.269, -1.478], [1.192, 0.952, -0.002], [1.558, 1.881, -0.887], [0.624, 2.986, -1.205], [1.010, 4.105, -1.463], [-0.817, 2.646, -1.106], [-1.215, 1.721, -0.230], [-2.651, 1.337, -0.023], [-3.083, 0.078, -0.789], [-2.954, -1.218, -0.025], [-1.706, -1.731, -0.100], [-3.241, -1.089, 1.284], [-3.787, -2.152, -0.522], [-0.153, 1.106, 0.639], [-0.367, 0.839, 1.800], [1.541, -2.692, 2.141], [0.582, -1.454, 2.955], [0.243, -1.819, 1.268], [3.166, -2.803, 0.079], [4.150, -1.458, -0.520], [3.318, -2.533, -1.667], [2.530, 1.854, -1.362], [-1.512, 3.185, -1.740], [-2.858, 1.225, 1.041], [-3.266, 2.167, -0.370], [-2.549, -0.031, -1.732], [-4.142, 0.174, -1.034]],
  "lowdin_charge": [0.01, -0.44, 0.15, 0.07, -0.46, 0.02, 0.12, -0.12, 0.10, -0.37, 0.12, 0.07, -0.12, -0.11, -0.05, -0.61, 0.12, 0.13, 0.13, -0.25, 0.15, 0.10, 0.10, 0.07, 0.09, 0.09, 0.09, 0.14, 0.13, 0.12, 0.12, 0.14, 0.13],
  "lumo_energy_ev": -1.23,
  "e_homo_ev": -9.82,
  "smiles": "CC(=O)N(C(C)=O)C1=CC(=O)C=C(CCC(F)(F)F)C1=O",
  "e_tot_ev": -31507.6495
}